DFT (ωB97M-V with the def2-TZVPD basis set) results for 2 unconnected molecules or ions with the total composition C6H12OSi.

* multiplicity: 3
* <S²>: 2.013
* HOMO energy (spin up / spin down): -0.1993 / -0.3629 Eh
* energy above the lowest of the compared OMol25 structures with the same formula, charge and spin: 33.6 kcal per mole
* F_max: 0.2049 hartree/bohr

Cartesian coordinates (Å):
C  1.525  -1.534  -1.362
C  -0.308  1.619  -1.522
C  1.439  -0.123  -0.829
C  0.577  0.737  -1.267
C  -1.792  -0.621  0.362
C  -0.309  1.035  2.126
O  0.708  -1.888  1.685
Si  -0.154  -0.727  1.391
H  0.837  -1.472  -2.087
H  1.386  -2.227  -0.580
H  -1.189  1.678  -0.776
H  -0.461  2.201  -2.428
H  2.381  0.179  -0.417
H  -2.375  -1.393  0.732
H  -2.110  0.424  0.438
H  -1.662  -0.801  -0.650
H  0.526  1.506  2.529
H  -0.661  1.834  1.486
H  -0.870  1.192  2.991
H  2.512  -1.619  -1.823

DFT (ωB97M-V with the def2-TZVPD basis set) results for a gas-phase ion, C6H12P (charge +1).

* multiplicity: 1
* total charge: +1
* HOMO energy: -0.5099 Eh
* energy above the lowest of the compared OMol25 structures with the same formula, charge and spin: 63.1 kcal per mole
* F_max: 0.1244 hartree/bohr

Cartesian coordinates (Å):
C  2.462  -0.872  0.216
C  1.419  -0.020  0.164
C  2.799  0.520  -0.213
C  -0.942  1.364  0.847
C  -0.907  0.019  -1.696
C  -0.883  -1.592  0.769
P  -0.326  -0.081  0.057
H  2.716  -1.838  0.221
H  3.262  1.231  0.388
H  3.042  0.376  -1.247
H  -1.985  1.204  1.123
H  -1.035  2.227  0.112
H  -0.398  1.649  1.731
H  -1.982  0.471  -1.681
H  -0.821  -0.912  -2.189
H  -0.360  0.838  -2.234
H  -0.327  -2.308  0.253
H  -2.056  -1.765  0.815
H  -0.794  -1.390  1.869

DFT (ωB97M-V with the def2-TZVPD basis set) results for a gas-phase ion, C6H12P (charge +1).

* multiplicity: 1
* total charge: +1
* HOMO energy (spin up / spin down): -0.5129 / -0.4849 Eh
* energy above the lowest of the compared OMol25 structures with the same formula, charge and spin: 101.0 kcal per mole
* F_max: 0.1219 hartree/bohr

Cartesian coordinates (Å):
C  -1.951  -0.957  0.327
C  -0.660  -0.677  0.987
C  -2.483  -0.302  -0.690
C  -0.099  1.390  -0.738
C  1.755  0.725  1.490
C  1.505  -0.988  -1.135
P  0.663  0.033  0.045
H  -2.346  -1.846  0.742
H  -0.791  -0.514  2.015
H  -3.141  -0.656  -1.500
H  -2.298  0.772  -0.735
H  -0.372  1.638  -1.740
H  -0.577  1.946  0.025
H  1.400  1.812  1.664
H  2.794  0.814  1.218
H  1.659  0.267  2.363
H  2.257  -1.624  -0.808
H  1.870  -0.229  -1.849
H  0.815  -1.604  -1.680

DFT (ωB97M-V with the def2-TZVPD basis set) results for 2 unconnected molecules or ions with the total composition C6H12S.

* multiplicity: 1
* HOMO energy (spin up / spin down): -0.2964 / -0.2963 Eh
* energy above the lowest of the compared OMol25 structures with the same formula, charge and spin: 46.2 kcal per mole
* F_max: 0.0533 hartree/bohr

Cartesian coordinates (Å):
C  -1.806  -0.500  -0.614
C  -0.892  -0.523  0.372
C  -0.552  -1.832  1.038
C  -0.354  1.991  0.213
C  2.150  0.012  -1.255
C  -0.236  0.656  0.845
S  2.229  -0.108  0.551
H  -2.124  0.404  -1.099
H  -2.305  -1.406  -0.912
H  -0.294  -2.572  0.281
H  0.298  -1.714  1.704
H  -1.401  -2.214  1.605
H  -0.542  1.923  -0.856
H  -1.185  2.530  0.684
H  0.546  2.576  0.391
H  1.684  0.957  -1.532
H  1.571  -0.822  -1.653
H  3.164  -0.017  -1.652
H  0.048  0.658  1.888

Look up the multiplicity of the first one. 3

The lowest energy above the lowest of the compared OMol25 structures with the same formula, charge and spin belongs to which entry? C6H12OSi

Copy entry 1 word for word.
DFT (ωB97M-V with the def2-TZVPD basis set) results for 2 unconnected molecules or ions with the total composition C6H12OSi.

* multiplicity: 3
* <S²>: 2.013
* HOMO energy (spin up / spin down): -0.1993 / -0.3629 Eh
* energy above the lowest of the compared OMol25 structures with the same formula, charge and spin: 33.6 kcal per mole
* F_max: 0.2049 hartree/bohr

Cartesian coordinates (Å):
C  1.525  -1.534  -1.362
C  -0.308  1.619  -1.522
C  1.439  -0.123  -0.829
C  0.577  0.737  -1.267
C  -1.792  -0.621  0.362
C  -0.309  1.035  2.126
O  0.708  -1.888  1.685
Si  -0.154  -0.727  1.391
H  0.837  -1.472  -2.087
H  1.386  -2.227  -0.580
H  -1.189  1.678  -0.776
H  -0.461  2.201  -2.428
H  2.381  0.179  -0.417
H  -2.375  -1.393  0.732
H  -2.110  0.424  0.438
H  -1.662  -0.801  -0.650
H  0.526  1.506  2.529
H  -0.661  1.834  1.486
H  -0.870  1.192  2.991
H  2.512  -1.619  -1.823